DFT (ωB97M-V with the def2-TZVPD basis set) results for 27 unconnected molecules or ions with the total composition C81H189N27O27.

Calculated values
calculated total energy	-6710.11053	Ha
gap between HOMO and LUMO	8.069	eV
HOMO level	-8.518	eV

ORCA input file:
```
! wB97M-V def2-TZVPD RIJCOSX def2/J DEFGRID3
* xyz 0 1
C -2.134 -0.513 -0.866
C -0.793 -0.315 -0.169
O -0.760 0.431 0.826
N 0.319 -0.831 -0.724
C 1.729 -0.677 -0.259
H -1.982 -0.732 -1.922
H -2.687 0.425 -0.899
H -2.849 -1.176 -0.379
H 0.170 -1.286 -1.613
H 2.077 -1.641 0.114
H 1.916 0.111 0.471
H 2.380 -0.453 -1.104
C 2.578 -0.606 5.804
C 3.996 -0.409 6.294
O 4.585 -1.400 6.652
N 4.563 0.821 6.293
C 5.908 1.243 6.703
H 1.860 0.089 6.240
H 2.194 -1.570 6.137
H 2.532 -0.558 4.716
H 3.957 1.554 5.953
H 6.385 1.896 5.972
H 6.593 0.399 6.784
H 5.920 1.835 7.617
C 0.361 -3.283 2.095
C 0.041 -2.614 3.397
O 0.133 -3.161 4.478
N -0.378 -1.357 3.308
C -0.731 -0.582 4.444
H 1.380 -2.913 1.980
H -0.265 -2.917 1.282
H 0.356 -4.372 2.140
H -0.452 -0.902 2.409
H -1.776 -0.775 4.685
H -0.731 0.486 4.226
H -0.160 -0.868 5.328
C -3.348 -4.608 4.050
C -3.579 -3.911 5.391
O -4.535 -4.218 6.038
N -2.635 -3.038 5.822
C -2.673 -2.369 7.165
H -3.983 -5.493 4.033
H -2.374 -5.098 4.039
H -3.311 -3.916 3.209
H -1.771 -3.056 5.299
H -1.926 -2.727 7.874
H -3.634 -2.563 7.640
H -2.599 -1.288 7.048
C -0.462 1.435 -3.642
C -0.433 2.907 -3.944
O -1.243 3.632 -3.369
N 0.589 3.410 -4.671
C 0.911 4.779 -4.929
H -0.457 1.335 -2.557
H 0.302 0.825 -4.123
H -1.394 0.989 -3.990
H 1.195 2.765 -5.159
H 0.193 5.508 -4.552
H 0.915 4.873 -6.015
H 1.870 5.021 -4.470
C -3.814 5.064 -1.106
C -4.313 5.938 -2.291
O -5.026 6.916 -2.113
N -3.885 5.508 -3.503
C -4.226 6.113 -4.756
H -3.753 5.670 -0.202
H -2.782 4.742 -1.249
H -4.318 4.110 -0.952
H -3.459 4.593 -3.480
H -4.942 6.930 -4.669
H -4.609 5.382 -5.467
H -3.309 6.501 -5.199
C -7.317 0.371 1.020
C -5.818 0.398 1.228
O -5.100 1.098 0.507
N -5.269 -0.504 2.056
C -3.884 -0.674 2.296
H -7.769 1.344 1.214
H -7.688 -0.334 1.764
H -7.602 0.160 -0.011
H -5.861 -1.246 2.399
H -3.309 0.116 1.812
H -3.490 -1.619 1.920
H -3.764 -0.690 3.379
C -6.869 2.794 -4.130
C -6.559 2.654 -2.603
O -7.529 2.630 -1.866
N -5.368 2.189 -2.130
C -4.108 1.982 -2.916
H -7.897 2.617 -4.447
H -6.236 2.113 -4.699
H -6.617 3.806 -4.446
H -5.469 1.940 -1.156
H -4.041 2.343 -3.942
H -3.829 0.929 -2.963
H -3.266 2.436 -2.394
C -4.624 -0.492 -5.607
C -3.218 -1.051 -5.372
O -2.966 -1.412 -4.228
N -2.359 -1.201 -6.378
C -0.969 -1.566 -6.136
H -4.993 0.036 -4.728
H -5.276 -1.354 -5.747
H -4.703 0.102 -6.517
H -2.654 -0.950 -7.311
H -0.716 -2.598 -6.381
H -0.617 -1.286 -5.143
H -0.364 -0.923 -6.775
C 1.776 -6.977 1.777
C 3.216 -7.339 1.994
O 3.937 -7.338 1.020
N 3.595 -7.621 3.263
C 4.940 -7.969 3.722
H 1.330 -6.393 2.582
H 1.121 -7.830 1.604
H 1.705 -6.296 0.929
H 2.849 -7.538 3.940
H 5.523 -8.304 2.864
H 4.996 -8.771 4.459
H 5.415 -7.042 4.043
C 2.138 0.582 -8.187
C 2.363 0.767 -6.693
O 2.216 1.852 -6.185
N 2.626 -0.338 -6.062
C 2.885 -0.384 -4.693
H 3.074 0.383 -8.708
H 1.604 1.421 -8.634
H 1.487 -0.286 -8.291
H 2.608 -1.194 -6.597
H 2.168 -1.036 -4.195
H 2.699 0.553 -4.168
H 3.941 -0.606 -4.538
C 6.068 -3.371 -1.132
C 6.057 -3.023 -2.612
O 5.162 -2.338 -3.091
N 7.058 -3.513 -3.403
C 8.153 -4.359 -3.015
H 7.008 -3.032 -0.697
H 6.035 -4.451 -0.986
H 5.239 -3.012 -0.522
H 7.010 -3.083 -4.315
H 8.159 -4.698 -1.979
H 9.131 -3.908 -3.184
H 8.097 -5.214 -3.689
C -1.620 6.827 3.381
C -1.119 5.462 2.816
O 0.088 5.204 2.885
N -2.032 4.648 2.234
C -1.881 3.359 1.586
H -1.521 7.663 2.690
H -1.084 7.084 4.295
H -2.690 6.755 3.576
H -2.976 4.872 2.514
H -1.711 3.399 0.510
H -2.793 2.786 1.750
H -1.093 2.744 2.021
C 1.585 2.104 3.026
C 2.945 2.486 3.522
O 3.054 2.685 4.688
N 3.932 2.611 2.682
C 5.367 2.799 3.025
H 0.888 2.931 3.163
H 1.165 1.210 3.486
H 1.857 1.797 2.016
H 3.760 2.511 1.692
H 5.473 3.594 3.763
H 5.936 3.184 2.178
H 5.872 1.934 3.453
C -1.937 1.273 8.982
C -0.901 1.693 7.966
O 0.249 1.346 7.957
N -1.437 2.605 7.124
C -0.743 3.172 5.927
H -1.509 0.693 9.800
H -2.779 0.743 8.536
H -2.349 2.179 9.425
H -2.438 2.731 7.182
H -1.166 2.874 4.967
H 0.331 2.990 5.949
H -0.907 4.249 5.959
C -1.676 -7.974 0.066
C -1.667 -6.472 0.208
O -1.216 -6.040 1.234
N -2.173 -5.724 -0.806
C -2.352 -4.245 -0.782
H -2.147 -8.336 -0.848
H -2.407 -8.385 0.763
H -0.687 -8.411 0.202
H -2.517 -6.176 -1.641
H -2.918 -3.927 0.093
H -2.997 -3.988 -1.622
H -1.431 -3.740 -1.073
C -0.557 -4.237 -4.038
C 0.499 -3.683 -3.024
O 0.797 -2.516 -2.844
N 1.071 -4.722 -2.397
C 2.364 -4.581 -1.734
H -1.107 -5.039 -3.545
H -0.122 -4.658 -4.945
H -1.296 -3.445 -4.157
H 0.878 -5.663 -2.708
H 3.079 -4.281 -2.500
H 2.628 -5.583 -1.397
H 2.416 -3.885 -0.896
C 3.165 6.263 0.882
C 2.416 5.463 -0.198
O 2.666 5.596 -1.362
N 1.506 4.623 0.299
C 0.797 3.669 -0.545
H 3.400 7.283 0.580
H 4.035 5.641 1.092
H 2.556 6.256 1.786
H 1.057 4.836 1.179
H -0.077 4.121 -1.015
H 0.477 2.771 -0.016
H 1.484 3.429 -1.356
C 2.731 -3.985 -9.033
C 2.509 -3.717 -7.577
O 1.657 -2.825 -7.272
N 3.300 -4.344 -6.725
C 3.230 -4.167 -5.297
H 3.809 -3.982 -9.197
H 2.422 -3.118 -9.617
H 2.317 -4.973 -9.231
H 3.840 -5.118 -7.084
H 2.843 -3.191 -5.002
H 4.256 -4.236 -4.935
H 2.653 -4.985 -4.866
C -7.635 -4.672 4.298
C -6.859 -4.021 3.156
O -6.431 -2.844 3.235
N -6.705 -4.790 2.053
C -5.851 -4.404 0.873
H -7.674 -5.759 4.237
H -8.687 -4.395 4.367
H -7.142 -4.504 5.256
H -7.100 -5.719 2.020
H -6.541 -4.049 0.107
H -5.353 -5.290 0.479
H -5.184 -3.583 1.134
C 9.791 2.584 -2.896
C 8.639 1.576 -2.843
O 8.351 1.066 -1.726
N 8.126 1.265 -4.026
C 7.224 0.167 -4.285
H 9.583 3.410 -2.215
H 9.883 3.069 -3.868
H 10.741 2.076 -2.731
H 8.482 1.716 -4.856
H 7.762 -0.687 -4.698
H 6.465 0.489 -4.998
H 6.629 -0.118 -3.417
C -6.390 4.177 1.288
C -5.893 5.229 2.275
O -4.738 5.254 2.728
N -6.780 6.156 2.568
C -6.704 7.247 3.488
H -5.826 3.263 1.472
H -6.154 4.636 0.327
H -7.442 3.891 1.291
H -7.730 5.920 2.317
H -7.711 7.664 3.531
H -5.969 8.006 3.220
H -6.516 6.794 4.462
C 5.668 5.305 -4.147
C 4.822 4.516 -5.148
O 4.847 4.780 -6.316
N 4.037 3.550 -4.756
C 3.651 3.119 -3.432
H 6.053 6.210 -4.618
H 6.463 4.705 -3.703
H 5.015 5.643 -3.343
H 3.491 3.118 -5.487
H 3.745 3.921 -2.700
H 4.054 2.210 -2.984
H 2.578 2.936 -3.372
C 5.261 -0.338 -0.157
C 4.920 1.179 -0.186
O 3.844 1.580 0.075
N 5.914 2.026 -0.492
C 5.807 3.486 -0.612
H 4.862 -0.761 -1.079
H 5.006 -0.862 0.765
H 6.344 -0.403 -0.264
H 6.714 1.514 -0.836
H 4.967 3.874 -0.036
H 5.579 3.786 -1.635
H 6.724 3.991 -0.309
C 3.823 -4.217 4.243
C 4.694 -3.288 3.385
O 4.798 -3.451 2.170
N 5.292 -2.285 4.052
C 6.044 -1.200 3.457
H 4.446 -4.737 4.971
H 3.485 -5.022 3.590
H 2.972 -3.738 4.726
H 5.183 -2.268 5.056
H 5.462 -0.491 2.870
H 6.916 -1.440 2.849
H 6.385 -0.592 4.296
C -5.116 -4.413 -3.782
C -5.928 -3.531 -2.931
O -7.000 -3.939 -2.452
N -5.361 -2.334 -2.727
C -5.979 -1.248 -1.983
H -4.047 -4.252 -3.639
H -5.393 -4.176 -4.809
H -5.356 -5.463 -3.612
H -4.463 -2.175 -3.162
H -6.692 -1.568 -1.224
H -6.510 -0.506 -2.579
H -5.246 -0.673 -1.416
C -4.212 2.309 4.288
C -4.466 3.160 5.505
O -4.304 2.705 6.635
N -4.730 4.459 5.279
C -5.103 5.417 6.337
H -4.160 2.807 3.320
H -5.000 1.560 4.205
H -3.302 1.739 4.477
H -4.600 4.821 4.345
H -4.816 5.036 7.317
H -6.189 5.466 6.407
H -4.570 6.326 6.058
*
```